Entry 1:
C40H58CsN6O2P2S | ωB97M-V with the def2-TZVPD basis set

Its total charge is -1. The energy relative to the best compared isomer or geometry (same formula, charge and spin) is 0.161 eV. The value obtained for the orbital gap is 5.2 eV. The calculation puts the LUMO energy at 1.9 eV. The value obtained for the HOMO energy is -3.30 eV.

```
110
Properties=species:S:1:pos:R:3:forces:R:3:mulliken_charge:R:1
Cs 0.39440 -0.40122 -0.39873 -0.4871 1.2962 -1.8899 0.685
C -1.36049 1.65514 -3.50565 0.0560 -0.0083 0.0515 -0.904
C 0.03148 2.19277 -3.84968 -0.0437 0.0064 0.0770 -0.997
N 0.96875 1.91291 -2.78783 0.1973 -0.1529 -0.1692 0.952
C 1.96924 2.88817 -2.46342 -0.0497 0.0212 0.0095 -1.089
C 1.92890 3.37193 -0.99159 0.0197 -0.0475 -0.0288 0.208
S 0.31722 3.34194 -0.16272 0.1184 0.0796 -0.0033 0.069
C -0.74830 4.16710 -1.38025 -0.0334 -0.0582 -0.0135 -1.138
C -1.98225 3.35390 -1.82384 0.0770 -0.0144 0.0139 -0.292
N -1.73897 1.97049 -2.14534 -0.1332 -0.0316 -0.1030 0.760
H -1.33894 0.56619 -3.59954 0.0097 -0.0010 0.0087 0.309
H -2.07551 2.04261 -4.25430 -0.0030 -0.0076 -0.0178 0.342
H -0.02208 3.27609 -3.99674 -0.0135 -0.0070 0.0003 0.465
H 0.33372 1.75949 -4.81405 -0.0093 0.0115 -0.0132 0.465
H 1.29909 0.94924 -2.84146 0.0668 -0.1406 0.0074 -1.057
H 1.85460 3.76034 -3.11572 -0.0121 0.0055 0.0103 0.470
H 2.98254 2.50927 -2.65141 0.0141 0.0262 -0.0062 0.382
H 2.37440 4.36809 -0.92194 0.0076 0.0006 -0.0041 0.453
H 2.53759 2.71598 -0.36381 -0.0106 -0.0147 -0.0065 -0.549
H -0.12536 4.42607 -2.23393 0.0064 -0.0053 0.0110 0.459
H -1.09955 5.10722 -0.94799 -0.0110 0.0091 -0.0137 0.766
H -2.43520 3.90222 -2.66987 -0.0068 0.0194 0.0013 0.241
H -2.71672 3.37295 -1.01835 0.0078 -0.0267 -0.0135 -0.184
H -2.50100 1.39246 -1.82302 0.0491 0.0105 0.0495 -0.068
O -0.48367 -0.96626 1.93201 -0.5224 -0.5907 1.6968 -0.486
C -1.51151 -0.33324 2.13233 0.0997 0.0719 0.2664 -0.280
C -2.73120 -0.84862 2.86274 0.0628 0.0400 -0.0841 -0.287
C -2.98938 -1.83606 3.79464 -0.0693 -0.0522 0.0108 -0.583
C -4.26405 -1.87969 4.35917 0.0322 0.0189 -0.0409 -0.599
C -5.24198 -0.97870 3.94841 -0.0202 -0.0066 0.0063 -0.754
C -4.98148 -0.01004 2.97734 -0.0240 -0.0357 -0.0572 -0.812
C -3.70236 0.05916 2.45244 0.1485 -0.0586 0.0196 0.509
P -2.77181 1.13936 1.23151 -0.7545 0.2502 -0.0375 1.663
C -2.13780 2.55631 2.23652 0.0393 -0.0006 -0.0593 0.536
C -1.46109 2.34988 3.43763 -0.0176 -0.0259 0.0436 -0.680
C -0.89549 3.40588 4.14303 0.0014 0.0100 -0.0018 -0.842
C -1.00341 4.70346 3.66883 -0.0083 -0.0104 -0.0143 -0.727
C -1.68462 4.93232 2.48117 -0.0089 -0.0188 0.0152 -0.612
C -2.24058 3.87319 1.78150 -0.0348 -0.0270 -0.0023 -0.090
C -4.48563 2.00100 0.67455 0.1550 -0.0409 0.0287 0.171
C -5.00498 1.42582 -0.48599 0.0223 0.0355 -0.0139 -0.457
C -6.22624 1.80888 -1.02646 -0.0463 0.0234 0.0113 -0.683
C -6.97616 2.80065 -0.40803 0.0312 -0.0281 -0.0090 -0.534
C -6.49237 3.38445 0.75550 0.0347 -0.0190 -0.0039 -0.595
C -5.26975 2.98329 1.28341 0.0502 0.0305 0.1042 -0.097
H -2.22194 -2.54398 4.08925 0.0131 0.0120 -0.0012 0.459
H -4.49746 -2.61187 5.12335 -0.0084 -0.0009 0.0049 0.384
H -6.22676 -1.02738 4.39968 -0.0015 -0.0008 -0.0024 0.390
H -5.75899 0.67202 2.65454 -0.0032 -0.0068 0.0211 0.416
H -1.37496 1.34846 3.83984 -0.0191 -0.0053 -0.0104 0.314
H -0.37242 3.20839 5.07144 -0.0017 -0.0007 0.0049 0.417
H -0.56194 5.52710 4.21671 0.0006 0.0030 -0.0023 0.362
H -1.77170 5.93839 2.08811 0.0041 -0.0005 -0.0061 0.401
H -2.75385 4.07733 0.85236 -0.0717 -0.0020 0.0146 0.414
H -4.43182 0.64114 -0.97848 -0.0092 0.0027 0.0143 0.208
H -6.59177 1.33679 -1.93151 -0.0015 -0.0015 -0.0024 0.376
H -7.92620 3.11316 -0.82464 -0.0008 -0.0045 -0.0057 0.345
H -7.07065 4.15239 1.25800 -0.0015 0.0010 -0.0038 0.373
H -4.93003 3.44744 2.20435 0.0568 0.0163 0.0055 0.388
C -0.94721 -3.70257 -0.63958 0.0135 0.0364 -0.0539 -0.702
N -0.53514 -3.00577 -1.84067 -0.0038 -0.0469 -0.0460 0.556
C -1.49355 -3.19778 -2.90862 -0.0011 0.0078 0.0139 -1.252
C 0.81240 -3.41891 -2.23863 0.0192 0.0954 -0.0492 -0.502
C 1.38692 -2.67210 -3.43546 -0.0231 -0.0141 0.0556 -0.323
C 1.75340 -3.45430 -4.53147 0.0048 0.0030 -0.0110 -0.454
C 2.33902 -2.88337 -5.65616 -0.0021 0.0087 0.0189 -0.736
C 2.54673 -1.51331 -5.66121 -0.0097 -0.0062 0.0221 -0.673
C 2.15800 -0.75317 -4.55630 -0.0026 -0.0268 -0.0530 0.083
C 1.56119 -1.26494 -3.38766 0.0494 0.0230 -0.1605 0.696
H -1.00133 -4.79742 -0.78562 0.0015 -0.0042 0.0011 0.320
H -1.93045 -3.35172 -0.31849 -0.0009 -0.0001 0.0040 0.371
H -0.23810 -3.50429 0.16840 -0.0183 -0.0072 -0.0101 -0.165
H -1.60818 -4.26542 -3.17430 -0.0013 0.0010 -0.0136 0.270
H -1.16539 -2.65740 -3.79535 0.0063 0.0039 0.0016 0.346
H -2.46975 -2.81546 -2.60217 -0.0044 -0.0079 0.0055 0.319
H 0.81244 -4.50721 -2.44846 0.0181 -0.0073 0.0126 0.289
H 1.46152 -3.25444 -1.37322 -0.0372 0.0110 0.0091 -0.230
H 1.57866 -4.52854 -4.51079 0.0007 0.0000 -0.0023 0.284
H 2.62103 -3.49654 -6.50508 0.0016 -0.0027 0.0003 0.336
H 3.00597 -1.03609 -6.52333 0.0008 0.0017 0.0003 0.388
H 2.34823 0.32157 -4.63177 -0.0048 0.0042 0.0053 0.243
C 3.48709 -1.58628 3.98924 -0.0063 0.0217 -0.0061 -1.199
N 2.85856 -1.92959 2.72981 0.0550 -0.1164 0.0481 1.038
C 1.74659 -2.86317 2.87380 -0.0140 0.0088 -0.0001 -0.895
P 3.57839 -1.87984 1.24037 -0.0865 0.0801 -0.1468 -0.674
O 2.59958 -1.70787 0.14157 1.0028 -0.6544 0.4685 -0.085
N 4.68116 -0.63763 1.42266 0.0299 0.1499 -0.0512 -0.088
C 5.73221 -0.57298 0.40601 -0.0084 -0.0104 0.0432 -0.946
C 4.05314 0.67673 1.59882 0.0111 -0.0374 0.0309 -1.223
N 4.49029 -3.23301 0.98063 0.0118 -0.1001 0.0401 0.554
C 4.28267 -4.09188 -0.17221 0.0413 0.0192 -0.0317 -0.817
C 5.32288 -3.77796 2.03018 0.0270 -0.0096 -0.0205 -1.120
H 2.77484 -1.04567 4.61913 -0.0052 -0.0008 0.0011 0.282
H 4.35650 -0.95477 3.82516 0.0005 -0.0015 -0.0083 0.407
H 3.80406 -2.48362 4.53700 0.0012 0.0019 0.0052 0.300
H 0.93228 -2.39760 3.42793 0.0093 0.0001 0.0248 0.371
H 2.07564 -3.77418 3.39036 -0.0149 -0.0122 -0.0021 0.255
H 1.34675 -3.12942 1.89755 0.0163 0.0279 -0.0074 -0.103
H 6.25515 -1.52423 0.33825 -0.0086 -0.0094 0.0059 0.296
H 6.44770 0.19848 0.69590 0.0064 -0.0013 0.0018 0.357
H 5.33078 -0.32189 -0.58271 0.0012 0.0052 -0.0072 0.285
H 3.19408 0.60989 2.26482 -0.0004 -0.0144 -0.0044 0.383
H 3.71122 1.07729 0.63840 -0.0078 0.0194 0.0039 0.371
H 4.77654 1.37140 2.03026 0.0099 0.0050 -0.0108 0.389
H 3.65451 -3.58587 -0.90029 -0.0161 0.0138 0.0041 0.125
H 3.80289 -5.03330 0.11823 -0.0085 0.0000 -0.0109 0.272
H 5.24161 -4.32724 -0.64499 0.0118 -0.0069 0.0170 0.258
H 5.50574 -3.03086 2.80184 -0.0115 0.0097 -0.0058 0.319
H 6.29363 -4.08014 1.62401 0.0023 -0.0055 0.0030 0.390
H 4.86559 -4.65736 2.50014 0.0006 -0.0036 -0.0024 0.278
```
Forces are in eV/Å.

=====

Entry 2:
C40H59N6SSi2Ti | ωB97M-V with the def2-TZVPD basis set

Its total charge is -1. The energy relative to the best compared isomer or geometry (same formula, charge and spin) is 0.919 eV. The value obtained for the orbital gap (spin up / spin down) is 5.2 / 5.1 eV. The calculation puts the LUMO energy (spin up / spin down) at 2.6 / 2.6 eV. The value obtained for the HOMO energy (spin up / spin down) is -2.64 / -2.55 eV.

```
109
Properties=species:S:1:pos:R:3:forces:R:3:mulliken_charge:R:1
Ti 0.35764 0.37966 0.64488 0.9531 0.7616 -0.7145 -0.290
C -0.15176 2.47825 6.23510 0.0002 -0.0054 -0.0206 -1.117
C -1.20666 2.46007 5.13289 0.0203 -0.0141 0.0798 -0.513
N -0.75109 3.02726 3.88890 -0.0766 0.0279 -0.0085 0.120
C -0.02312 2.35717 2.94762 0.0462 -0.1072 0.0144 -0.332
S 0.18997 0.63606 3.08077 -0.0820 0.1094 0.2779 -0.438
N 0.46337 3.09537 1.98005 -0.2563 0.1259 0.5333 -1.494
N 1.12695 2.37501 1.05113 -0.8430 -0.2911 0.1221 1.745
C 2.04613 3.03033 0.38731 0.4836 -0.1841 -0.2969 0.377
C 2.22807 4.51044 0.42343 0.0766 0.0943 0.0479 -1.856
C 2.87010 2.14936 -0.35651 -0.2379 0.1515 -0.2648 0.089
C 3.90205 2.55822 -1.22510 0.1060 0.0569 -0.0008 -0.815
C 4.71406 1.61749 -1.79949 0.1545 0.1266 0.0642 -0.937
C 4.52272 0.27072 -1.46406 -0.1418 -0.0614 -0.0809 -1.016
C 3.43003 -0.05508 -0.69554 0.0861 -0.0268 -0.0641 -0.263
N 2.55561 0.83417 -0.20026 -0.1056 -0.1192 0.0473 1.428
H -0.54938 2.05293 7.15918 -0.0011 -0.0059 0.0094 0.411
H 0.18383 3.49695 6.44075 -0.0075 0.0062 0.0046 0.325
H 0.71171 1.88816 5.92639 0.0089 -0.0023 0.0038 0.153
H -2.09947 3.00785 5.44581 0.0147 0.0153 0.0051 0.490
H -1.50844 1.43104 4.93713 -0.0414 0.0231 0.0074 0.278
H -0.74400 4.02874 3.78133 -0.0175 -0.0049 -0.0118 0.322
H 3.10067 4.81925 1.00910 -0.0234 -0.0357 0.0002 0.317
H 1.34833 4.97702 0.86110 0.0276 0.0027 -0.0109 0.424
H 2.35805 4.88979 -0.59289 0.0128 0.0335 -0.0010 0.444
H 4.04077 3.61167 -1.42861 0.0038 0.0119 0.0224 0.385
H 5.50732 1.91251 -2.47588 0.0022 0.0129 0.0024 0.381
H 5.16692 -0.50722 -1.85034 0.0272 -0.0255 0.0512 0.509
H 3.19398 -1.08521 -0.48138 0.0002 0.0405 0.1080 0.122
C -2.32332 4.23130 1.01591 -0.0317 -0.0329 0.0080 -0.636
Si -2.85205 2.45114 0.69239 -0.0505 0.0479 -0.0441 0.201
C -3.20947 1.49878 2.28120 -0.0292 0.0220 -0.0421 -0.955
C -4.64670 2.62979 0.06677 0.0304 0.0003 0.0100 -1.363
C -1.73491 1.50406 -0.49069 0.0603 0.0995 0.0367 3.064
C -2.29802 0.15315 -0.41756 0.0041 -0.2969 0.3387 -1.382
C -3.41235 -0.38553 -1.08512 0.0001 -0.0366 -0.1661 -1.008
C -3.91131 -1.62089 -0.71534 0.0059 0.0643 -0.0013 -0.970
C -3.30909 -2.33571 0.31530 0.0174 -0.0051 0.0180 -1.189
C -2.17811 -1.79109 0.89558 -0.1026 0.0192 0.0144 -0.767
N -1.69137 -0.61130 0.52634 0.2092 0.1455 0.1141 1.300
Si -1.56365 2.38918 -2.11318 -0.0751 -0.0181 -0.0928 -0.221
C -0.04717 3.48834 -2.09849 0.0404 -0.0123 -0.0422 -0.734
C -2.98578 3.53436 -2.65325 0.0327 -0.0215 0.0459 -1.305
C -1.44248 1.26879 -3.63358 0.0236 0.0009 -0.0128 -1.151
H -2.83978 4.60221 1.90653 -0.0332 -0.0068 0.0056 0.408
H -2.60706 4.87814 0.18392 -0.0084 0.0050 -0.0638 0.313
H -1.25263 4.31359 1.18209 0.0519 0.0260 0.0158 -0.075
H -2.34813 1.04308 2.75755 0.0717 -0.0188 0.0295 0.037
H -3.70007 2.16903 2.99417 0.0028 0.0105 -0.0040 0.331
H -3.91800 0.69829 2.04274 -0.0061 -0.0046 -0.0081 0.331
H -5.26159 2.93620 0.91980 0.0056 0.0031 0.0138 0.367
H -5.04342 1.67309 -0.28106 -0.0254 -0.0086 -0.0177 0.328
H -4.78456 3.36904 -0.72058 0.0178 -0.0082 -0.0057 0.332
H -3.90046 0.19853 -1.85533 0.0190 -0.0058 -0.0178 0.568
H -4.78514 -2.02142 -1.21682 -0.0023 0.0080 -0.0001 0.396
H -3.68721 -3.29738 0.63426 0.0117 0.0047 0.0117 0.450
H -1.61853 -2.31319 1.66532 -0.0091 -0.0006 -0.0078 0.600
H -0.05300 4.13426 -1.21938 -0.0137 0.0522 0.0328 0.106
H -0.00543 4.11663 -2.99323 -0.0116 0.0046 0.0017 0.604
H 0.86444 2.88823 -2.05570 0.0200 -0.0096 0.0131 0.022
H -3.14994 4.37610 -1.98035 -0.0318 0.0167 0.0448 0.330
H -3.92626 2.98705 -2.74568 -0.0241 0.0059 -0.0141 0.305
H -2.74260 3.94325 -3.63890 0.0419 -0.0064 0.0077 0.351
H -0.45729 0.82793 -3.78139 -0.0637 0.0581 0.0166 0.116
H -1.66401 1.87728 -4.51477 -0.0083 0.0089 -0.0104 0.655
H -2.17561 0.45988 -3.60379 0.0048 -0.0288 -0.0116 0.191
C 3.17395 -1.65469 4.33352 -0.0094 0.0021 0.0004 -1.600
C 2.39853 -2.36056 3.25270 0.0523 0.0642 0.0829 0.720
C 1.93714 -3.65951 3.43660 0.0057 -0.0326 -0.0187 -1.008
C 1.21866 -4.28865 2.42546 -0.0022 0.0601 0.0030 0.189
C 0.72093 -5.70192 2.59919 0.0065 0.0125 -0.0119 -1.653
C 0.93208 -3.60036 1.25590 -0.0128 -0.0712 -0.0150 -0.763
C 1.35669 -2.27040 1.03568 -0.1272 0.0084 0.1117 1.443
C 2.14295 -1.69726 2.06327 -0.1978 -0.0833 -0.1734 -0.763
N 1.01617 -1.48307 -0.05308 -0.0984 -0.6752 -0.1704 0.310
C 0.85609 -2.11698 -1.37624 -0.0753 -0.0074 -0.0472 1.661
C 2.00529 -3.09594 -1.70104 0.0423 0.0189 -0.0169 -1.151
C 1.88466 -3.65263 -3.12320 0.0171 0.0038 0.0067 0.343
C 1.93499 -2.49631 -4.12535 0.0010 0.0038 0.0222 -1.724
C 0.76523 -1.54509 -3.85730 0.0031 0.0089 -0.0216 0.287
C -0.54702 -2.30800 -4.03427 0.0103 -0.0075 -0.0166 -1.180
C -0.59579 -3.44325 -3.01349 0.0093 0.0043 -0.0149 0.192
C 0.56249 -4.40847 -3.26775 0.0033 0.0075 0.0017 -1.664
C -0.48930 -2.85223 -1.60371 -0.0260 -0.0603 0.0400 -0.523
C 0.88442 -0.99731 -2.43090 -0.0968 -0.0127 0.0743 -1.044
H 3.25249 -2.27088 5.23008 0.0085 0.0025 0.0033 0.395
H 2.67991 -0.71678 4.59638 0.0021 0.0090 0.0052 0.173
H 4.18354 -1.40907 3.99717 0.0039 0.0010 -0.0007 0.301
H 2.13587 -4.18077 4.36746 0.0182 0.0012 -0.0031 0.223
H 0.94048 -6.07565 3.59976 0.0006 -0.0042 0.0000 0.397
H 1.18791 -6.37574 1.87671 0.0056 -0.0011 0.0072 0.303
H -0.35900 -5.76115 2.44597 0.0022 0.0009 0.0007 0.327
H 0.33223 -4.10381 0.51040 0.0997 -0.0005 0.1153 0.563
H 2.52231 -0.68965 1.92963 0.0329 -0.0135 -0.0428 0.421
H 2.01615 -3.91870 -0.98401 0.0165 -0.0077 0.0027 0.635
H 2.96265 -2.57396 -1.60649 -0.0621 -0.0839 -0.0084 0.307
H 2.72087 -4.33565 -3.30885 -0.0092 0.0039 -0.0012 0.249
H 1.88099 -2.87818 -5.15128 0.0036 0.0001 0.0032 0.528
H 2.88331 -1.95832 -4.02069 -0.0012 -0.0055 -0.0123 0.533
H 0.80658 -0.71161 -4.56602 0.0050 -0.0247 0.0078 0.699
H -0.61448 -2.70707 -5.05356 -0.0079 0.0078 0.0058 0.612
H -1.39666 -1.63752 -3.88550 -0.0090 0.0102 0.0088 0.112
H -1.54909 -3.97581 -3.10191 0.0071 -0.0052 0.0048 0.519
H 0.47857 -4.84200 -4.27108 0.0099 0.0002 0.0039 0.539
H 0.52965 -5.23482 -2.54941 -0.0067 -0.0072 0.0013 0.518
H -0.63747 -3.64784 -0.87279 -0.0456 0.0759 -0.1100 0.703
H -1.29953 -2.13781 -1.46710 -0.0232 0.0297 0.0073 -0.761
H 0.05635 -0.31096 -2.21121 0.0520 -0.0626 0.0251 -0.912
H 1.80588 -0.42583 -2.34813 0.0575 0.0314 -0.0028 0.344
```
Forces are in eV/Å.